No. 1
27
Properties=species:S:1:pos:R:3:lowdin_charge:R:1 method="wB97M-V/def2-TZVPD" lumo_energy_ha=0.0092 gap_ev=8.1911 max_force_ev_per_a=5.28 de_lowest_kj_mol=108.2 smiles=NC[C@@H](O)c1cccc2ccccc12
N -3.6652 -0.7994 -0.9234 0.005
C -2.3138 -0.1446 -0.8464 -0.232
C -1.9321 0.3786 0.5040 -0.352
O -2.0705 -0.7607 1.4220 -0.078
C -0.5248 0.8127 0.4546 -0.131
C -0.3566 2.1935 0.2004 -0.025
C 0.9299 2.6844 -0.0759 -0.109
C 2.0321 1.8839 -0.1838 -0.034
C 1.8523 0.4476 -0.1192 -0.145
C 2.9082 -0.4662 -0.3105 -0.050
C 2.7996 -1.8402 -0.1993 -0.139
C 1.5756 -2.3136 0.0244 -0.118
C 0.4403 -1.4866 0.2025 -0.012
C 0.5682 -0.0763 0.2758 -0.105
H -3.5796 -1.4493 -1.7419 0.087
H -4.3639 -0.0575 -1.2191 0.097
H -2.0814 0.7243 -1.5084 0.135
H -1.5281 -0.8467 -1.0503 0.095
H -2.5641 1.1847 0.7612 0.126
H -2.9020 -1.2347 1.0564 0.113
H -1.2561 2.8058 0.0633 0.118
H 0.9247 3.7854 -0.3479 0.122
H 3.0265 2.4083 -0.2636 0.127
H 3.8989 -0.1099 -0.5987 0.109
H 3.7342 -2.5283 -0.1892 0.141
H 1.5587 -3.5066 0.0562 0.146
H -0.5210 -1.9327 0.5104 0.110

***

No. 2
54
Properties=species:S:1:pos:R:3:mulliken_spin:R:1 method="wB97M-V/def2-TZVPD" lumo_energy_ha="0.0220 / 0.0072" s_squared=2.010 gap_ev="7.1849 / 8.0095" multiplicity=3 max_force_ev_per_a=2.07 de_lowest_kj_mol=0.0
P 0.0493 -1.3361 -2.7107 0.002
P 0.1405 1.6894 -2.6105 0.004
C -0.2487 -0.4667 -4.3527 0.000
C 0.3290 0.9391 -4.3240 -0.001
H -1.3361 -0.4482 -4.5157 0.000
H 0.2134 -1.0762 -5.1421 0.000
H 1.4033 0.9357 -4.5610 0.000
H -0.1838 1.6000 -5.0377 0.000
C -1.4973 2.4530 -2.9561 0.001
H -1.7134 3.1874 -2.1725 0.000
H -2.2799 1.6866 -2.9486 0.000
H -1.4759 2.9514 -3.9333 0.000
C 1.1853 3.1594 -2.9544 0.000
H 0.8468 3.6677 -3.8658 0.000
H 2.2261 2.8364 -3.0697 0.000
H 1.1178 3.8373 -2.0967 0.000
C -1.0026 -2.7901 -3.0864 0.000
H -0.8615 -3.5321 -2.2933 0.000
H -0.7316 -3.2197 -4.0588 0.000
H -2.0521 -2.4746 -3.0942 0.000
C 1.6715 -2.0433 -3.2100 0.000
H 2.4415 -1.2643 -3.2052 0.000
H 1.5902 -2.4788 -4.2138 0.000
H 1.9511 -2.8218 -2.4921 0.000
Ti 0.1794 -0.4803 3.6084 1.245
C 0.8159 1.2345 2.4206 0.029
C -0.5759 1.4002 2.4352 0.240
C -1.4620 0.9657 1.3102 0.061
C -1.8628 -0.5391 1.3293 0.051
C -0.9010 -1.5191 1.9467 0.001
C 0.4556 -1.6170 1.5998 0.192
C 1.1391 -0.6719 0.6724 0.059
C 1.6190 0.6729 1.2684 0.007
C 0.6633 -2.3032 4.5543 -0.004
H 1.4186 1.7561 3.1721 0.023
H -1.0372 2.1146 3.1314 -0.009
H -1.0014 1.2364 0.3429 0.016
H -2.4026 1.5576 1.3683 0.002
H -2.8269 -0.6181 1.8590 -0.013
H -2.0489 -0.8312 0.2809 0.002
H -1.3843 -2.3721 2.4310 0.026
H 1.0282 -2.5070 1.8791 -0.009
H 0.4925 -0.4774 -0.2055 0.008
H 2.0396 -1.1687 0.2541 0.000
H 2.6678 0.5556 1.6121 -0.004
H 1.6672 1.4205 0.4425 0.017
H 1.5847 -2.1447 5.1378 -0.007
H 0.8049 -3.1231 3.8362 0.003
H -0.1466 -2.5432 5.2744 0.002
C -0.5431 1.0325 6.2473 0.020
O -0.4270 0.2739 5.0698 0.041
H 0.4197 1.5239 6.4629 -0.005
H -0.8401 0.3834 7.0751 -0.001
H -1.3187 1.7970 6.0886 0.000

***

No. 3
8
Properties=species:S:1:pos:R:3:lowdin_charge:R:1 method="wB97M-V/def2-TZVPD" lumo_energy_ha=-0.0502 gap_ev=8.3373 max_force_ev_per_a=2.66 de_lowest_kj_mol=114.9
C -1.0980 -0.4670 -0.3545 -0.187
N -1.2220 0.1051 0.7420 0.003
O 1.4771 0.9013 -1.3481 -0.447
O 1.6099 0.7579 1.1028 -0.450
S 2.2593 0.5489 -0.1833 0.891
H -0.5869 -1.4508 -0.3245 0.077
H -1.4102 0.1012 -1.2052 0.057
H -1.0293 -0.4967 1.5707 0.057